No. 1
The following is a quantum chemistry calculation of 2 unconnected molecules or ions with the total composition C2H7S, from the Open Molecules 2025 dataset.

Computed properties:
Net charge: -1
DFT total energy (hartree): -478.60886
Molar mass (g mol⁻¹): 63.145
HOMO level (eV): -2.43
Kohn-Sham gap (eV): 6.6
Multiplicity: 1
Energy relative to the best compared isomer or geometry (same formula, charge and spin) (eV): 0.007

Last column: Mulliken charge in e.
Atoms and positions in Å:
S 0.390 1.832 -0.902  -0.895
H -0.862 1.717 -1.378  -0.065
C 0.238 -1.887 1.400  -0.823
C -0.857 -1.614 0.387  -0.575
H 0.035 -2.792 1.977  0.292
H 0.336 -1.065 2.109  0.248
H 1.207 -1.970 0.910  0.251
H -1.834 -1.458 0.850  0.255
H -0.604 -0.742 -0.226  0.061
H -0.974 -2.450 -0.309  0.251



No. 2
The following is a quantum chemistry calculation of 9 unconnected molecules or ions with the total composition C11H37F3N14O10, from the Open Molecules 2025 dataset.

Computed properties:
Net charge: 0
DFT total energy (hartree): -2260.15440
Molar mass (g mol⁻¹): 582.499
HOMO level (eV): -8.33
Kohn-Sham gap (eV): 8.4
Multiplicity: 1
Energy relative to the best compared isomer or geometry (same formula, charge and spin) (eV): 0.796

Last column: Mulliken charge in e.
Atoms and positions in Å:
O 0.156 -1.156 -0.178  0.705
H 0.243 -0.239 -0.568  0.288
H -0.822 -1.292 -0.080  0.454
H 0.767 -1.112 0.632  0.227
C 0.784 2.614 1.258  -0.103
O 0.158 3.688 0.497  -0.402
O 0.754 1.414 0.672  -0.437
C 2.157 3.254 1.677  0.681
F 2.223 4.570 1.462  -0.299
F 2.282 3.059 3.016  -0.312
F 3.260 2.709 1.093  -0.307
C -1.235 3.842 0.521  -0.278
C -1.655 4.946 -0.439  -1.499
H -2.750 4.897 -0.531  0.422
H -1.330 5.873 0.026  0.379
H -1.378 4.888 -1.488  0.308
H -1.593 4.182 1.510  0.416
H -1.769 2.882 0.416  0.293
H 0.102 2.534 2.128  0.086
C 4.383 1.438 -2.139  0.466
O 4.994 1.149 -3.175  -0.719
N 3.163 0.935 -1.809  -0.230
N 4.861 2.406 -1.278  -0.333
H 2.687 0.332 -2.452  0.136
H 2.643 1.249 -0.998  0.271
H 4.340 2.694 -0.470  0.351
H 5.833 2.609 -1.405  0.201
C -0.246 -1.124 4.531  0.550
O 0.032 -1.388 5.708  -0.708
N -0.179 -2.092 3.545  -0.040
N -0.484 0.145 4.040  -0.249
H -0.605 -1.867 2.657  -0.136
H 0.146 -3.005 3.777  0.181
H -0.672 0.178 3.051  0.152
H -0.340 0.987 4.554  0.199
C -3.367 -1.584 -2.149  0.499
O -2.409 -1.384 -1.409  -0.622
N -4.130 -0.548 -2.677  -0.413
N -3.905 -2.837 -2.382  -0.368
H -4.074 0.335 -2.207  0.212
H -4.816 -0.683 -3.390  0.151
H -3.581 -3.690 -1.970  0.198
H -4.648 -2.933 -3.046  0.135
C -2.906 -2.086 1.648  0.512
O -1.894 -1.409 1.354  -0.643
N -4.051 -1.459 2.091  -0.442
N -2.936 -3.456 1.605  -0.431
H -4.139 -0.469 1.985  0.235
H -4.850 -1.995 2.371  0.155
H -3.835 -3.899 1.620  0.209
H -2.180 -3.941 1.146  0.215
C 2.936 -1.177 1.983  0.475
O 1.843 -1.644 1.663  -0.657
N 3.085 0.174 2.078  -0.072
N 4.050 -1.909 2.312  -0.488
H 2.328 0.666 1.585  -0.190
H 3.734 0.721 2.604  0.202
H 4.009 -2.903 2.177  0.268
H 4.916 -1.416 2.364  0.163
C 0.862 -4.435 -1.099  0.607
O 0.034 -4.671 -0.212  -0.647
N 1.762 -3.384 -1.066  -0.279
N 1.103 -5.350 -2.140  -0.411
H 2.295 -3.089 -1.861  0.206
H 1.760 -2.784 -0.261  0.059
H 0.733 -6.269 -2.220  0.237
H 1.933 -5.040 -2.609  0.151
C -1.047 1.839 -3.598  0.554
O -0.348 0.838 -3.424  -0.576
N -1.416 2.259 -4.868  -0.437
N -1.495 2.667 -2.583  -0.166
H -2.065 2.995 -5.048  0.138
H -1.124 1.671 -5.627  0.234
H -1.975 3.501 -2.842  0.191
H -1.099 2.580 -1.658  0.123



No. 3
The following is a quantum chemistry calculation of C15H17N3O5 in the gas phase, from the Open Molecules 2025 dataset.

Computed properties:
SMILES: N[C@@H](CC(=O)O)C(=O)N[C@@H](Cc1c[nH]c2ccccc12)C(=O)O
Net charge: 0
DFT total energy (hartree): -1122.20420
Molar mass (g mol⁻¹): 319.317
HOMO level (eV): -8.28
Kohn-Sham gap (eV): 8.7
Multiplicity: 1
Energy relative to the best compared isomer or geometry (same formula, charge and spin) (eV): 4.359

Last column: Mulliken charge in e.
Atoms and positions in Å:
N -0.462 1.675 0.973  -0.578
C 0.443 1.227 -0.169  1.104
C 0.514 2.139 -1.355  -0.508
C 1.106 3.564 -1.117  0.444
O 0.567 4.592 -0.738  -0.606
O 2.401 3.582 -1.385  -0.460
C 1.744 0.483 0.434  -0.251
O 2.458 0.932 1.270  -0.638
N 2.239 -0.596 -0.257  -0.052
C 1.672 -1.772 -0.798  0.170
C 0.441 -2.451 -0.149  -1.328
C -0.283 -1.683 0.928  1.062
C 0.106 -1.650 2.247  -0.758
N -0.886 -1.208 3.067  -0.012
C -2.067 -1.042 2.284  -0.776
C -3.371 -0.513 2.456  -0.676
C -4.330 -0.531 1.438  -0.472
C -3.909 -0.774 0.081  -0.708
C -2.616 -1.214 -0.154  -0.169
C -1.698 -1.286 0.932  1.056
C 1.453 -1.501 -2.452  0.286
O 1.312 -0.440 -3.034  -0.555
O 1.356 -2.701 -3.077  -0.480
H -0.405 1.125 1.887  0.201
H -0.152 2.632 1.245  0.338
H -0.197 0.412 -0.609  -0.300
H 1.067 1.747 -2.171  0.219
H -0.526 2.418 -1.709  0.429
H 2.789 4.422 -0.957  0.364
H 3.309 -0.569 -0.202  0.280
H 2.455 -2.668 -0.992  0.371
H -0.279 -2.553 -0.944  0.386
H 0.724 -3.474 -0.119  0.582
H 1.082 -2.032 2.753  0.282
H -0.588 -0.909 3.996  0.242
H -3.734 -0.315 3.506  0.261
H -5.428 -0.286 1.777  0.248
H -4.599 -0.620 -0.731  0.416
H -2.504 -1.511 -1.271  0.214
H 0.768 -2.611 -3.893  0.371



No. 4
The following is a quantum chemistry calculation of 2 unconnected molecules or ions with the total composition CH3Br5Si2, from the Open Molecules 2025 dataset.

Computed properties:
Net charge: 0
DFT total energy (hartree): -13489.04498
Molar mass (g mol⁻¹): 470.727
HOMO level (spin up / spin down) (eV): -10.30 / -8.24
Kohn-Sham gap (spin up / spin down) (eV): 8.4 / 4.6
Multiplicity: 1
Energy relative to the best compared isomer or geometry (same formula, charge and spin) (eV): 4.200

Last column: Mulliken charge in e.
Atoms and positions in Å:
C 1.275 0.244 -1.523  -0.820
Si 1.229 -0.129 0.337  0.334
Si -0.769 0.102 1.479  0.578
Br -3.680 0.438 -1.867  -0.021
Br 2.456 -1.988 0.681  -0.202
Br -2.440 -1.442 1.147  -0.242
Br -1.603 2.191 1.784  -0.193
Br -0.216 -0.675 3.547  -0.260
H 1.234 -0.614 -2.263  0.315
H 0.284 0.903 -1.698  0.246
H 2.229 0.969 -1.625  0.265



no.,F_max (eV/Å)
1,0.54
2,2.97
3,4.76
4,2.82